# C54H69N4O6PScSe

C54H69N4O6PScSe as an isolated structure at a distorted geometry (ωB97M-V/def2-TZVPD, the OMol25 dataset).

Structure (XYZ):
```
136
Properties=species:S:1:pos:R:3:forces:R:3
Sc -0.142 -0.105 -0.135 0.5 -0.4 1.2
C 2.354 -1.845 -7.363 0.0 0.0 0.0
C 3.304 -1.783 -6.157 0.0 0.0 0.0
C 4.233 -0.581 -6.338 -0.1 -0.1 0.0
C 4.162 -3.057 -6.111 0.0 0.1 0.0
C 2.485 -1.681 -4.875 0.0 0.1 0.0
C 2.583 -0.614 -4.000 0.0 0.0 0.0
C 1.790 -0.591 -2.865 -0.1 0.1 0.4
Se 1.856 0.957 -1.705 0.0 0.2 -0.6
C 0.522 2.002 -2.659 0.2 -0.2 0.3
C 0.903 2.690 -3.788 0.0 -0.1 0.1
C -0.052 3.367 -4.536 -0.1 0.0 0.0
C -1.359 3.310 -4.071 0.1 0.0 -0.1
C -1.780 2.626 -2.928 0.0 -0.2 0.3
C -0.803 1.943 -2.180 0.2 0.5 -0.6
O -1.030 1.265 -1.048 -0.8 0.8 -0.5
C -3.287 2.692 -2.617 0.0 0.0 0.0
C -4.071 2.132 -3.815 0.0 0.0 0.0
C -3.678 4.162 -2.392 0.0 0.0 0.0
C -3.735 1.903 -1.383 0.1 0.0 0.0
C 0.356 4.100 -5.810 0.1 0.0 0.0
C -0.829 4.791 -6.487 0.1 0.0 0.1
C 1.408 5.167 -5.472 -0.1 0.0 0.0
C 0.957 3.087 -6.797 0.0 0.0 0.0
C 0.885 -1.600 -2.520 0.5 0.0 -0.5
O 0.204 -1.488 -1.372 0.0 -0.8 -0.6
C 0.763 -2.687 -3.417 -0.2 0.0 0.2
C 1.571 -2.685 -4.546 0.0 0.0 -0.1
C -0.248 -3.812 -3.176 0.0 0.0 0.1
C -1.668 -3.224 -3.137 0.1 0.0 0.0
C -0.208 -4.871 -4.280 0.0 0.0 0.0
C 0.057 -4.515 -1.844 0.0 0.0 -0.1
H 2.926 -1.849 -8.292 0.0 0.0 0.0
H 1.690 -0.978 -7.372 0.0 0.0 0.0
H 1.739 -2.746 -7.343 0.0 0.0 0.0
H 4.801 -0.698 -7.262 0.0 0.0 0.0
H 4.947 -0.502 -5.516 0.0 0.0 0.0
H 3.669 0.351 -6.410 0.0 0.0 0.0
H 4.781 -3.125 -7.008 0.0 0.0 0.0
H 3.545 -3.954 -6.058 0.0 0.0 0.0
H 4.818 -3.043 -5.239 0.0 0.0 0.0
H 3.257 0.213 -4.174 0.0 0.0 -0.1
H 1.947 2.677 -4.076 0.0 0.0 -0.1
H -2.118 3.830 -4.638 0.0 0.0 0.0
H -3.863 2.682 -4.733 0.0 0.0 0.0
H -5.143 2.199 -3.621 0.0 0.0 0.0
H -3.816 1.084 -3.981 0.0 0.0 0.0
H -3.532 4.762 -3.291 0.0 0.0 0.0
H -3.076 4.600 -1.593 0.0 0.0 0.0
H -4.731 4.231 -2.110 0.0 0.0 0.0
H -3.486 0.847 -1.470 0.0 0.0 0.0
H -4.819 1.992 -1.283 0.0 0.0 0.0
H -3.279 2.295 -0.477 0.0 0.0 0.0
H -1.273 5.545 -5.833 0.0 0.0 0.0
H -1.598 4.073 -6.777 0.0 0.0 0.0
H -0.488 5.295 -7.392 0.0 0.0 0.0
H 0.999 5.902 -4.776 0.0 0.0 0.0
H 1.717 5.688 -6.380 0.0 0.0 0.0
H 2.296 4.725 -5.018 0.0 0.0 0.0
H 0.229 2.312 -7.044 0.0 0.0 0.0
H 1.842 2.602 -6.379 0.0 0.0 0.0
H 1.251 3.590 -7.720 0.0 0.0 0.0
H 1.481 -3.515 -5.232 0.0 0.0 0.0
H -1.928 -2.786 -4.102 0.0 0.0 0.0
H -1.750 -2.452 -2.375 0.0 0.0 0.0
H -2.394 -4.010 -2.911 0.0 0.0 0.0
H -0.428 -4.441 -5.258 0.0 0.0 0.0
H -0.963 -5.631 -4.074 0.0 0.0 0.0
H 0.762 -5.370 -4.318 0.0 0.0 -0.1
H -0.135 -3.844 -1.012 0.0 0.0 0.0
H 1.100 -4.837 -1.809 0.0 0.0 0.0
H -0.581 -5.395 -1.732 0.0 0.0 0.0
C -7.728 -3.946 10.997 -0.1 0.0 0.1
O -6.790 -4.719 10.267 -0.1 -0.1 0.1
C -6.167 -4.143 9.224 0.2 0.1 -0.2
C -6.322 -2.812 8.848 -0.1 0.1 0.1
C -5.628 -2.321 7.755 0.2 -0.1 -0.2
C -4.771 -3.133 7.017 -0.2 0.0 0.3
C -4.626 -4.471 7.405 0.0 0.1 -0.1
C -5.309 -4.967 8.488 -0.1 -0.1 0.1
C -4.014 -2.638 5.876 0.2 0.0 -0.2
N -3.132 -3.339 5.195 0.0 -0.2 0.1
C -2.654 -2.502 4.233 -0.3 0.5 0.1
C -3.250 -1.255 4.328 0.3 -0.5 -0.1
N -4.114 -1.361 5.385 -0.2 0.1 0.1
C -2.898 -0.163 3.490 0.0 0.2 -0.2
C -3.385 1.149 3.605 0.1 0.0 -0.1
C -2.903 2.121 2.766 0.0 0.0 0.1
C -1.963 1.773 1.793 0.0 0.1 -0.1
N -1.514 0.540 1.640 -0.2 0.0 0.2
C -1.945 -0.422 2.483 -0.1 0.1 0.2
C -1.318 -1.719 2.368 0.0 -0.3 0.2
N -0.350 -1.853 1.435 -0.2 -0.1 0.1
C 0.332 -2.983 1.393 0.1 0.1 -0.2
C 0.066 -4.070 2.229 -0.1 -0.1 0.1
C -0.940 -3.966 3.157 0.1 0.0 -0.1
C -1.645 -2.758 3.255 0.1 0.1 -0.2
H -8.159 -4.618 11.732 0.0 0.0 0.0
H -8.519 -3.566 10.347 0.0 0.0 0.0
H -7.243 -3.111 11.510 0.0 0.0 0.0
H -6.973 -2.150 9.401 0.0 0.0 0.0
H -5.770 -1.280 7.489 0.0 0.0 0.0
H -3.968 -5.108 6.830 0.0 0.0 0.0
H -5.204 -5.998 8.798 0.0 0.0 0.0
H -4.736 -0.651 5.726 0.0 0.0 0.0
H -4.123 1.394 4.359 0.0 0.0 0.0
H -3.240 3.145 2.841 0.0 0.0 0.0
H -1.559 2.515 1.118 0.0 0.0 -0.1
H 1.127 -3.032 0.659 -0.1 0.0 -0.1
H 0.648 -4.975 2.130 0.0 0.0 0.0
H -1.195 -4.778 3.825 0.0 0.0 0.0
C 5.267 0.370 3.468 -0.1 0.0 -0.1
C 4.442 0.155 2.218 0.2 -0.1 0.1
O 3.289 1.020 2.270 -0.1 -0.1 -0.3
P 1.834 0.546 1.753 0.0 0.6 1.0
O 1.063 0.073 3.078 0.3 -0.1 -0.1
C 1.060 0.812 4.315 0.0 0.0 0.2
C 1.267 -0.158 5.460 0.0 0.0 -0.2
O 1.171 2.029 1.588 0.1 -0.2 -0.1
C 1.876 3.156 1.019 0.0 0.2 0.0
C 2.212 4.170 2.092 -0.1 -0.2 -0.1
H 6.165 -0.247 3.428 0.0 0.0 0.0
H 4.695 0.101 4.356 0.0 0.0 0.0
H 5.564 1.415 3.546 0.0 0.0 0.0
H 4.126 -0.889 2.137 0.0 0.0 0.0
H 5.017 0.415 1.328 -0.1 0.0 0.0
H 0.091 1.310 4.395 0.0 0.0 -0.1
H 1.839 1.574 4.294 0.0 0.0 0.0
H 0.566 -0.990 5.372 0.0 0.0 0.1
H 1.101 0.350 6.409 0.0 0.0 0.0
H 2.280 -0.560 5.444 0.0 0.0 0.0
H 1.213 3.583 0.266 0.0 0.0 0.0
H 2.790 2.823 0.526 0.0 -0.1 0.0
H 1.310 4.496 2.611 0.0 0.0 0.0
H 2.684 5.038 1.632 0.0 0.0 0.0
H 2.900 3.735 2.815 0.0 0.0 0.0
```
Positions in Å, forces in eV/Å.

E, a.u.: -6273.2172
Charge: +1
E_LUMO, eV: -3.0
E_HOMO, hartree: -0.36323

Results of the Mulliken charge analysis, in e, for atoms 1 through 6: Sc -0.479; C -1.573; C 1.964; C -1.897; C -1.655; C -0.649